1.
Molecular formula: C7H32NO9
Method: DFT, wB97M-V/def2-TZVPD

Largest force on an atom: 1.85 eV Å⁻¹
Total charge: +1
E_HOMO: -0.4375 hartree
Relative energy (zero: lowest compared OMol25 entry of this formula, charge and spin): 16.92 kcal/mol

Last column: natural (NBO) charge in e.
Cartesian coordinates (Å):
C  -2.865293  -0.595468  0.057121  -0.6323
C  -1.458269  -0.550240  -0.523217  -0.0406
C  -1.223798  0.192308  -1.827669  -0.4759
C  0.110048  0.077258  -2.524562  -0.1584
C  1.264785  -0.231592  -1.928591  -0.2573
C  2.515643  -0.233374  -2.714551  -0.2162
C  3.682174  -0.594480  -2.205301  -0.3658
N  -0.639914  0.177419  0.513513  -0.7332
H  -2.907772  -1.384765  0.808979  0.2352
H  -3.602259  -0.965399  -0.659391  0.2387
H  -3.202188  0.353122  0.470163  0.2144
H  -1.128010  -1.567082  -0.492301  0.2323
H  -1.999810  -0.172425  -2.507278  0.2342
H  -1.468050  1.233021  -1.618920  0.2533
H  0.121387  0.382875  -3.563158  0.2164
H  1.379286  -0.650360  -0.933683  0.1923
H  2.351826  0.089099  -3.737842  0.2094
H  4.617632  -0.785635  -2.703165  0.2218
H  3.738650  -0.845789  -1.146732  0.1769
H  -0.452201  -0.440249  1.308084  0.4814
H  -1.008359  1.070609  0.844231  0.4602
H  0.327337  0.339226  0.237490  0.4420
H  1.025360  -0.575813  3.746198  0.5039
H  -0.454152  -1.010256  3.353585  0.4874
O  0.399438  -0.710513  3.033953  -0.9748
H  1.251116  2.741393  -0.654069  0.4811
H  2.120295  2.889649  0.571411  0.5164
O  1.247238  2.561287  0.294987  -0.9891
H  -3.008555  3.590232  -1.371155  0.4846
H  -3.848934  2.475633  -0.872861  0.4811
O  -2.932252  2.773432  -0.867709  -0.9577
H  -0.528008  -2.870864  -2.281876  0.4805
H  -1.591594  -3.378756  -3.183501  0.4899
O  -1.420171  -3.212275  -2.257119  -0.9596
H  3.903949  1.350015  0.547707  0.4867
H  4.481134  2.024314  1.868205  0.4951
O  3.889068  2.099825  1.134434  -0.9734
H  -0.304424  -5.357990  -0.494337  0.4821
H  -1.568673  -4.499994  -0.717806  0.4939
O  -1.074064  -4.992554  -0.049971  -0.9667
H  -0.380389  3.144859  1.277945  0.5078
H  -1.935665  3.196797  1.551817  0.4973
O  -1.106363  2.802358  1.823774  -0.9845
H  1.701118  2.980133  3.731446  0.4628
H  0.227574  2.949682  3.290564  0.4841
O  0.860706  2.549229  3.896877  -0.9534
H  -0.981387  -3.202637  0.745580  0.4921
H  -0.000099  -3.274825  1.861705  0.4902
O  -0.445634  -2.641976  1.334097  -0.9863

Forces on the atoms, in the same order (eV/Å):
-0.5072 -0.5647 -0.5049
0.2624 1.1162 0.7954
-0.9481 -0.7665 -0.4831
-0.2511 0.2042 1.3713
0.7091 -0.3967 -1.0400
-0.6101 0.2103 0.0536
0.2402 -0.5143 0.7541
0.9893 -1.1150 0.3768
0.1921 0.3434 0.4169
0.1436 0.3628 -0.3195
0.0023 0.0253 -0.0042
0.6235 -0.2494 -0.4966
0.0030 0.1796 -0.1190
-0.0029 0.1943 -0.2901
0.0348 0.0784 -0.0472
-0.2498 0.1697 0.1447
0.4402 -0.2098 -0.1523
-0.0284 0.4695 -0.5391
-0.1817 -0.0866 -0.0276
-0.3615 -0.0662 0.5169
-0.2503 0.3205 0.1777
-0.0900 0.5198 -0.4547
-0.3237 0.1770 0.3702
0.2294 -0.1020 0.6234
0.1038 0.0115 -0.7617
-0.1633 -0.0240 0.0003
0.0092 -0.3537 0.3491
0.1050 0.2909 -0.4342
0.3047 0.2101 -0.0485
-0.0262 -0.2690 0.1501
-0.3537 0.1870 0.0012
0.5567 0.2267 0.1903
-0.3956 -0.2255 -0.3465
-0.1648 0.0581 0.0268
0.4628 -0.5270 0.1240
0.6275 -0.5055 0.3375
-1.0531 1.1053 -0.4988
-0.0479 0.0124 -0.1305
0.1591 -0.2949 -0.4120
-0.2541 0.1001 0.3544
-0.1790 0.0300 -0.2430
-0.0612 0.3470 -0.2471
0.1856 -0.4707 0.1349
0.0643 0.1282 0.0124
-0.1353 -0.0883 0.0664
0.1238 -0.1526 0.1044
0.3790 -0.2098 0.3422
0.7983 -0.8655 0.9227
-1.1104 0.9796 -1.1168

=====

2.
Molecular formula: C7H33NO10
Method: DFT, wB97M-V/def2-TZVPD

Largest force on an atom: 2.79 eV Å⁻¹
E_HOMO: -0.3258 hartree
Relative energy (zero: lowest compared OMol25 entry of this formula, charge and spin): 72.61 kcal/mol
Structure (SMILES): C=C(C)C(=C)CCN.O.O.O.O.O.O.O.O.O.O

Last column: natural (NBO) charge in e.
Cartesian coordinates (Å):
C  -1.588046  1.301022  3.012827  -0.4285
C  -0.942418  0.320017  2.377200  0.0218
C  -0.701141  -1.009375  3.032446  -0.6601
C  -0.646140  0.497490  0.916162  -0.0226
C  -1.556945  0.027750  0.058854  -0.4150
C  0.750184  0.974642  0.539265  -0.4965
C  1.633268  1.489920  1.736293  -0.2143
N  2.938338  0.855853  1.823555  -0.8780
H  -1.706806  1.366579  4.083919  0.2000
H  -1.897764  2.172919  2.450031  0.1899
H  -1.271561  -1.793684  2.532217  0.2580
H  0.300659  -1.266187  2.643192  0.1918
H  -0.680545  -0.920750  4.101697  0.2244
H  -2.428287  -0.530469  0.385065  0.2033
H  -1.495126  0.068866  -1.016536  0.1983
H  1.355013  0.290165  -0.074574  0.2362
H  0.586939  1.742542  -0.217503  0.2324
H  1.874077  2.534330  1.554445  0.1940
H  1.093875  1.381428  2.673734  0.2074
H  3.095603  -0.099480  2.074891  0.3686
H  3.648999  1.289838  1.266174  0.3595
O  -3.324457  -1.057940  -2.768868  -0.9446
H  -2.926578  -1.816690  -2.341144  0.4809
H  -3.661192  -0.530854  -2.023994  0.4801
O  -0.839590  -0.722535  -4.002488  -0.9916
H  -0.180871  -0.782648  -3.300581  0.4819
H  -1.713623  -0.468795  -3.669623  0.4962
O  1.743925  -2.777312  0.416336  -0.9695
H  1.294493  -3.495419  -0.055287  0.4908
H  1.637852  -3.102243  1.327057  0.4795
O  -1.022847  -2.668120  0.376627  -0.9720
H  -0.739274  -3.120005  -0.441992  0.4792
H  -0.333519  -1.984231  0.303599  0.4848
O  -0.968700  2.243648  -1.633575  -0.9476
H  -0.445979  2.525071  -2.406045  0.4839
H  -1.805766  2.266747  -2.116903  0.4736
O  3.994538  -1.276939  -0.754131  -0.9638
H  4.348670  -0.421483  -0.513628  0.4871
H  3.903303  -1.868433  -0.000640  0.5039
O  2.183154  -0.414581  -2.592897  -1.0310
H  2.388401  -0.531951  -3.514365  0.4912
H  2.684342  -0.822084  -1.864226  0.5174
O  -0.324073  4.497998  0.198012  -0.9373
H  0.397101  3.879582  0.055164  0.4590
H  -1.038783  4.138501  -0.338347  0.4788
O  0.515592  -3.504506  -1.915689  -0.9963
H  -0.066485  -3.522751  -2.682940  0.5051
H  1.281648  -2.921421  -2.005933  0.5068
O  -3.346647  2.841384  0.723003  -0.9382
H  -3.263749  2.270256  1.492770  0.4721
H  -2.733062  2.454338  0.097375  0.4689

Forces on the atoms, in the same order (eV/Å):
0.4817 0.3211 -0.3149
-1.7501 0.4231 0.3415
1.9720 0.5096 -1.9018
0.1194 -1.4735 0.0366
-0.1973 0.0858 -0.0326
0.0519 0.7435 -0.0382
0.2569 -0.8249 -1.1896
0.2463 0.7112 0.3144
-0.3423 -0.4346 0.1328
0.5319 0.2357 0.2911
-0.5920 0.1183 0.6439
0.2243 -0.2602 0.6792
-0.3464 -0.4116 0.4269
-0.0361 0.3473 0.4329
0.5581 0.0963 -0.1157
-0.4095 -0.5065 0.5824
0.0682 0.3946 0.2997
-0.3155 0.2138 0.3368
0.1002 0.2008 -0.0035
-0.3537 -0.1391 -0.1203
0.1274 -0.2315 -0.0159
-0.3897 0.6196 0.4043
0.1584 -0.3224 0.1054
0.0434 -0.2217 -0.3691
0.3158 -0.1340 -0.6091
-0.3379 0.3504 0.2519
0.3403 -0.2610 0.4171
0.2345 -0.6948 0.6765
0.0865 0.1852 -0.2106
0.1233 0.4501 -0.1812
0.6239 -0.2550 -1.0184
-0.5617 -0.3919 0.3173
-0.4251 0.2009 0.6684
-0.2948 0.7042 -1.6899
0.6607 -0.0972 0.5831
-0.5548 -0.2771 0.5228
-0.0513 -0.3422 -0.7378
0.1009 -0.0228 0.5371
-0.1212 0.3615 0.1778
-1.8275 0.7855 0.7121
0.8980 -0.5862 0.1010
0.7687 -0.3224 -0.9273
0.0556 0.1865 0.0326
0.0009 -0.0433 0.0141
0.0266 -0.0582 0.0979
-0.1212 -0.4845 0.5409
0.5774 0.4013 -0.2291
-0.4641 0.1851 -0.7152
-0.3699 0.1891 -0.0818
-0.1912 -0.0344 -0.1069
0.3000 -0.1894 -0.0696